C11H19NOPSr | ωB97M-V/def2-TZVPD

```
! wB97M-V def2-TZVPD RIJCOSX def2/J DEFGRID3
* xyz -1 1
C -1.440 -1.130 1.958
C -0.164 -0.643 2.643
H -0.331 2.325 -4.591
H -2.264 -1.273 2.673
H -1.137 -0.161 4.521
C -0.489 0.333 3.783
H -0.496 2.171 2.623
C -2.540 1.475 2.709
H 3.504 -3.855 -0.772
H -1.261 2.289 4.196
H 0.511 -0.122 1.924
H -3.052 2.443 2.705
P 2.269 -3.551 -1.448
Sr 0.483 -1.396 -0.416
H 3.536 0.282 -4.871
C 0.529 1.706 -4.338
H 1.816 1.902 -6.163
H 2.846 -3.435 -2.764
H 2.492 -0.340 -2.451
H 0.397 -1.497 3.044
H -2.902 1.569 0.566
H 1.835 -4.916 -1.588
C 2.576 0.624 -4.486
C -1.149 1.631 3.323
N -2.484 1.009 1.309
H -3.142 0.774 3.306
H 0.007 0.962 -2.275
C 0.691 0.985 -3.132
C 1.665 1.483 -5.170
H 0.443 0.589 4.306
C 2.029 0.283 -3.226
O -1.569 -0.283 -0.303
C -1.876 -0.106 0.933
H -1.335 -2.130 1.472
*
```

Computed properties:
- Energy above the lowest of the compared OMol25 structures with the same formula, charge and spin: 4.9 kJ/mol
- Gap between HOMO and LUMO (spin up / spin down): 3.10 / 3.10 eV
- HOMO (spin up / spin down): -0.8 / -0.8 eV
- LUMO level (spin up / spin down): 2.3145 / 2.3148 eV
- Calculated total energy: -932.4697 Ha

Mulliken atomic charge list, values in e, 8 entries:
1 C -0.54
2 C 0.65
3 H 0.34
4 H 0.54
5 H 0.32
6 C -0.93
7 H 0.26
8 C -0.82



C5H11NO2 | ωB97M-V/def2-TZVPD

```
! wB97M-V def2-TZVPD RIJCOSX def2/J DEFGRID3
* xyz 0 1
H 2.249 -2.539 2.100
C 0.532 1.622 0.560
H -0.345 0.310 -1.707
H -1.447 -1.254 -0.109
H 2.073 0.276 0.078
H 0.621 -0.470 0.816
N -1.109 -0.702 -2.031
C 0.423 -0.424 -1.190
H -2.961 -0.990 -1.128
C -0.514 1.786 1.491
C -1.966 -0.660 -0.908
H 0.669 -1.559 -0.925
C 1.011 0.300 0.061
H 1.270 -0.257 -1.862
O -1.377 0.937 1.708
O 2.086 -1.921 1.388
H -1.913 0.315 -0.543
H -0.422 2.800 2.003
H 1.120 2.429 0.198
*
```

Computed properties:
- Energy above the lowest of the compared OMol25 structures with the same formula, charge and spin: 1291.3 kJ/mol
- Gap between HOMO and LUMO: 4.09 eV
- HOMO: -8.3 eV
- LUMO level: -4.2571 eV
- Calculated total energy: -401.8863 Ha

Mulliken atomic charge list, values in e, 8 entries:
1 H 0.22
2 C -0.13
3 H 0.36
4 H 0.25
5 H 0.50
6 H 0.16
7 N -0.45
8 C -1.10



C4H13N2 | ωB97M-V/def2-TZVPD

```
! wB97M-V def2-TZVPD RIJCOSX def2/J DEFGRID3
* xyz 1 1
H -0.446 0.487 -2.350
H -1.063 -2.736 1.562
H 1.678 -2.529 -0.298
N -0.056 0.622 -1.422
H -1.706 1.628 -0.631
H -0.343 3.024 0.983
N -0.070 -1.523 0.249
H -0.554 2.695 -1.443
H -0.131 -0.704 -0.475
H -0.009 1.295 1.215
C 1.276 -2.006 0.567
H -2.088 -1.557 0.541
H 1.128 2.300 0.332
C 0.064 2.133 0.522
C -1.114 -1.954 0.808
C -0.649 1.828 -0.788
H 1.903 -1.146 0.774
H 1.245 -2.651 1.437
H 0.935 0.794 -1.583
*
```

Computed properties:
- Energy above the lowest of the compared OMol25 structures with the same formula, charge and spin: 110.3 kJ/mol
- Gap between HOMO and LUMO: 10.25 eV
- HOMO: -14.4 eV
- LUMO level: -4.1925 eV
- Calculated total energy: -269.4587 Ha

Mulliken atomic charge list, values in e, 8 entries:
1 H 0.24
2 H 0.26
3 H 0.32
4 N -0.70
5 H 0.30
6 H 0.35
7 N 0.15
8 H 0.35



C34H42Cl3NNiO5PSSi3 | ωB97M-V/def2-TZVPD

```
! wB97M-V def2-TZVPD RIJCOSX def2/J DEFGRID3
* xyz -1 3
C 2.492 -0.236 0.069
O 0.510 2.050 -0.030
C -1.555 -2.081 2.064
C -3.525 2.035 1.569
H 4.733 -0.291 2.550
C -1.694 4.742 -1.698
Ni 0.357 -0.156 -0.195
C 0.217 -4.878 -0.819
C -0.573 -4.110 -1.658
C -4.166 -1.350 -2.905
Cl -3.242 -3.691 0.484
C 3.689 2.719 0.201
H 3.220 3.581 0.674
C 3.024 -2.015 -2.547
C 4.234 -2.809 0.752
H -0.982 5.551 -1.629
H 1.427 2.376 2.347
O -0.995 -1.950 3.140
H -4.066 -1.681 -3.930
H -6.291 -1.503 -0.277
H -1.054 -2.097 -2.224
N 0.479 -2.131 -0.858
O 1.137 3.716 -1.712
C -5.306 -1.665 -2.175
H 1.147 -1.856 2.939
H 2.580 -2.858 3.137
C -1.336 3.499 -1.184
H 5.558 0.214 1.076
H 3.259 -2.855 -1.899
H 3.383 2.737 -0.841
C -3.269 -0.170 -0.998
Cl -2.419 -4.488 3.117
H 4.501 -3.048 -0.275
C -0.425 -2.739 -1.623
H -3.280 2.432 4.920
H 2.063 -2.223 -3.016
H 5.477 -0.568 -1.421
H -4.786 3.989 -2.830
H -2.276 -0.348 -2.896
O 0.385 4.411 0.513
H 2.880 2.132 3.321
C -2.219 2.427 -1.235
H 1.979 1.782 -2.619
H -1.155 1.225 4.491
H 0.926 0.384 -2.796
H 5.139 0.272 -2.935
C 4.856 0.206 -1.883
H 5.033 -2.189 1.161
Cl -4.153 -2.189 2.776
Si 3.047 -0.310 -1.702
C -3.156 -0.607 -2.317
C -1.829 1.457 3.678
H 4.219 -3.739 1.321
C -2.345 1.333 1.328
C -3.018 2.130 3.914
H -4.789 2.961 3.026
C 1.150 -4.244 -0.019
P -1.885 0.833 -0.369
H 4.772 2.860 0.245
H -4.177 1.824 -1.906
C 1.974 0.720 -2.849
H 5.343 1.350 2.406
H -0.568 0.524 2.245
C 2.195 1.654 2.612
H -6.098 -2.245 -2.629
O -1.396 -1.483 0.980
H -3.201 5.901 -2.682
C -2.773 -3.092 2.083
H 5.095 1.152 -1.408
C -3.866 2.423 2.855
Si 2.604 -1.851 0.901
H 2.287 0.579 -3.887
H 2.721 -1.116 3.268
Si 3.218 1.136 1.115
C -4.404 -0.498 -0.273
H -1.323 -4.556 -2.296
H 3.778 -1.990 -3.337
H -4.490 -0.200 0.763
C -3.462 2.634 -1.845
C 4.867 0.538 1.855
C -5.419 -1.241 -0.861
C 1.288 -2.860 -0.058
C -3.814 3.864 -2.368
C 2.213 -1.913 2.731
H 1.718 0.822 3.129
H 1.790 -4.817 0.640
H -4.184 2.290 0.748
S 0.330 3.432 -0.545
C -1.496 1.062 2.392
H 0.098 -5.953 -0.786
C -2.929 4.931 -2.287
*
```

Computed properties:
- Energy above the lowest of the compared OMol25 structures with the same formula, charge and spin: 68.7 kJ/mol
- <S²>: 2.01
- Gap between HOMO and LUMO (spin up / spin down): 7.75 / 8.02 eV
- HOMO (spin up / spin down): -5.4 / -5.7 eV
- LUMO level (spin up / spin down): 2.3419 / 2.3197 eV
- Calculated total energy: -6248.9191 Ha

Mulliken atomic charge list, values in e, 8 entries:
1 C 1.60
2 O 0.21
3 C -0.34
4 C -0.37
5 H 0.31
6 C -1.06
7 Ni 0.55
8 C -0.56



C4H2INO2 | ωB97M-V/def2-TZVPD

```
! wB97M-V def2-TZVPD RIJCOSX def2/J DEFGRID3
* xyz 0 1
H 1.958 0.995 0.681
O 2.097 -0.968 0.099
C -0.153 0.360 0.049
C 1.597 0.099 0.228
C -0.393 1.672 0.004
I -3.163 -0.467 -0.066
C -0.983 -0.662 -0.154
H 0.283 -1.917 -0.520
N -0.538 2.817 -0.077
O -0.707 -1.928 -0.243
*
```

Computed properties:
- Energy above the lowest of the compared OMol25 structures with the same formula, charge and spin: 116.9 kJ/mol
- Gap between HOMO and LUMO: 9.17 eV
- HOMO: -9.7 eV
- LUMO level: -0.5000 eV
- SMILES: N#C/C(C=O)=C(/O)I
- Calculated total energy: -656.4711 Ha

Mulliken atomic charge list, values in e, 8 entries:
1 H 0.38
2 O -0.47
3 C 0.20
4 C 0.11
5 C 0.04
6 I 0.07
7 C 0.18
8 H 0.37



C12H20CoF5N2O3PTe | ωB97M-V/def2-TZVPD

```
! wB97M-V def2-TZVPD RIJCOSX def2/J DEFGRID3
* xyz 2 6
H -1.140 -2.716 1.877
H -1.496 2.807 0.507
H 0.761 -2.097 -4.280
H -0.828 2.885 -1.790
P 0.437 -2.000 0.227
H -0.103 -4.084 1.280
H -0.084 -3.083 -1.985
F -1.281 -1.212 3.365
H 2.256 -2.253 1.815
H 2.823 -1.676 0.191
F -3.818 1.785 3.316
C 0.879 0.062 -4.479
O 1.107 0.584 3.559
H 1.873 1.842 1.223
C 0.560 -1.073 -2.380
H 0.864 3.375 -1.937
H -1.479 -3.462 0.261
F -1.954 0.650 5.116
C 0.516 1.332 -2.458
C 0.750 -1.126 -3.781
N 0.539 0.174 -1.771
H -0.227 4.077 0.625
H -2.178 -1.396 -0.529
H 0.722 2.240 -4.366
C 1.813 2.205 0.195
C 0.207 2.550 -1.622
C -0.697 -3.202 0.993
C -0.439 3.003 0.744
H 2.380 1.526 -0.452
C 1.329 -0.501 3.954
O 1.588 -1.560 4.391
H 2.328 -3.410 0.440
H -2.936 -0.031 -0.911
H -0.192 2.668 1.759
Co -0.089 0.135 -0.053
F -3.764 -0.699 3.859
H 2.248 3.212 0.129
C 0.690 1.295 -3.839
N 0.382 2.204 -0.178
F -2.980 -0.348 1.395
C 2.144 -2.363 0.722
Te -2.403 0.425 3.206
C 0.133 -2.107 -1.528
H 1.019 0.036 -5.563
O -2.263 -0.671 -1.245
*
```

Computed properties:
- Energy above the lowest of the compared OMol25 structures with the same formula, charge and spin: 0.0 kJ/mol
- <S²>: 8.81
- Gap between HOMO and LUMO (spin up / spin down): 8.59 / 4.99 eV
- HOMO (spin up / spin down): -15.3 / -16.8 eV
- LUMO level (spin up / spin down): -6.6895 / -11.7693 eV
- Calculated total energy: -3295.3114 Ha

Mulliken atomic charge list, values in e, 8 entries:
1 H 0.22
2 H 0.37
3 H 0.46
4 H 0.40
5 P 1.20
6 H 0.45
7 H 0.49
8 F -0.45